The molecule C6H11P in a non-equilibrium geometry. Source: the Open Molecules 2025 dataset; level of theory: ωB97M-V/def2-TZVPD.

Results
Relative energy (zero: lowest compared OMol25 entry of this formula, charge and spin) (kcal/mol): 43.6
SMILES: [H]/P=C/[C@@H](C=C)CC
Frontier orbital gap (eV): 10.0
HOMO energy (eV): -9.510
Charge: 0

Geometry as XYZ:
```
18
C6H11P ωB97M-V/def2-TZVPD
H 1.8257 -2.7606 -1.9518
P 1.4717 -2.4692 -0.7155
C 1.0553 -0.9257 -0.8217
C 0.3971 0.0033 0.2388
C 1.0827 1.2842 0.6546
C 0.8162 1.8051 1.8422
C -0.9485 0.4070 -0.3517
C -1.8140 -0.8450 -0.5329
H 1.0685 -0.3618 -1.8084
H 0.3043 -0.5634 1.1807
H 1.8399 1.6856 0.0045
H 1.3875 2.6123 2.3572
H -0.1316 1.5408 2.3973
H -0.6465 1.1179 -1.2297
H -1.4341 1.0755 0.4818
H -2.0646 -1.3310 0.3633
H -2.8544 -0.6748 -1.0623
H -1.3551 -1.6002 -1.0462
```